100
Properties=species:S:1:pos:R:3:mulliken_charge:R:1 method="wB97M-V/def2-TZVPD" lumo_energy_ha=-0.102 total_charge=+1 spin_multiplicity=1
Br -4.43567 2.96523 -0.76141 -0.037
F -2.65991 0.56165 -4.00717 -0.393
O 0.93938 -6.38649 0.11880 -0.613
O 0.68082 -1.44905 0.39831 -0.495
O 0.15891 -8.32757 -0.37073 -0.603
O -4.09039 1.71317 3.32275 -0.515
O -4.00629 -0.45652 4.27584 -0.596
O 5.03447 4.36099 4.04335 -0.593
O 2.24022 4.44406 -1.63912 -0.620
O -3.15104 -1.20470 -1.12468 -0.098
O 1.37982 3.63090 0.14905 -0.418
O 6.53577 2.92340 3.48358 -0.603
N -4.57092 -1.50416 0.66699 -0.508
N 2.02307 4.48232 -0.44841 0.879
N 0.95012 -7.42299 -0.52004 1.044
N 5.39074 3.25148 3.70184 1.026
N -1.89829 1.01050 -0.02005 0.222
C 2.34335 5.63980 1.69311 -0.020
C -3.55912 -0.23945 -3.29217 -0.283
C 3.92238 -6.75028 -2.66423 -0.448
C 2.93164 -6.58075 -1.71061 -0.328
C -0.43277 0.72315 0.10786 -0.508
C -0.00734 -0.60133 -0.48379 0.880
C -0.90797 -4.11284 -0.32294 -0.908
C 2.38410 0.34024 3.16611 -0.440
C -2.35862 0.22316 2.33557 -1.508
C 1.99615 -7.58570 -1.54521 0.105
C 2.55944 5.60699 0.32615 0.023
C 2.84693 6.70817 2.41530 -0.491
C 3.26155 6.59591 -0.33996 -0.464
C -2.05726 -3.41885 -0.24750 -0.434
C -2.36238 1.07677 -1.45940 -0.619
C -2.33531 -2.37981 0.81541 -1.412
C 3.54828 7.71714 1.76739 -0.528
C 2.01125 -8.74386 -2.30004 -0.404
C 3.75609 7.66034 0.39535 -0.461
C -2.85414 2.48618 -1.81568 -0.432
C -1.74371 3.57367 -1.76265 -0.312
C 3.02519 2.58672 3.73820 -0.366
C 2.04120 1.63020 3.55123 -0.363
C 4.70979 0.94588 3.15490 -0.422
C -3.42878 0.02388 -1.76428 -0.681
C -1.89249 4.66376 -0.69897 -1.438
C 3.00623 -8.89941 -3.25199 -0.409
C 3.96091 -7.90739 -3.43158 -0.448
C -2.82050 0.19293 0.87576 -0.076
C 1.44992 -0.77736 -0.60349 -0.998
C -1.89344 -2.15191 -3.68308 -0.610
C 3.71524 -0.00392 2.97172 -0.596
C -3.35875 -1.68028 -3.72142 -1.042
C 4.34191 2.22516 3.52937 -0.140
C -3.19420 -1.20515 0.29290 1.442
B -3.54788 0.46612 3.36688 0.964
H -1.71787 -0.61219 2.61026 -0.278
H -4.02461 -2.34719 -3.17773 0.399
H -2.86399 -3.64370 -0.94045 0.573
H -0.08047 0.73403 1.13600 0.537
H -0.77947 3.07584 -1.63121 0.072
H 1.00281 1.89583 3.70470 0.444
H 3.41734 6.53472 -1.40647 0.484
H -4.87942 1.78632 3.87243 0.297
H 3.93581 8.55190 2.33558 0.405
H -4.56036 0.06663 -3.59978 0.447
H -0.99387 5.28050 -0.65790 0.392
H -5.22509 -0.77796 0.39994 0.389
H 1.60469 -0.39659 3.01283 0.468
H 1.73848 -1.39239 -1.44666 0.349
H -3.19924 2.43165 -2.84235 0.764
H 2.69244 6.75416 3.48431 0.402
H -0.62621 -1.05941 -1.25323 0.208
H -2.05434 4.27774 0.30843 0.290
H -2.70697 5.32476 -0.98917 0.440
H -0.42088 -4.27337 -1.28104 0.281
H -1.21875 -1.35145 -3.37885 0.183
H -2.03829 1.97089 0.30949 0.585
H -1.51162 0.90793 -2.11814 0.477
H -3.74507 0.77160 0.85402 0.421
H 0.09763 1.49652 -0.44686 0.226
H -1.78172 -2.95429 -2.95481 -0.020
H 4.30493 8.44631 -0.10423 0.400
H 2.88646 -5.68938 -1.10321 0.514
H -4.40932 0.36225 -1.41690 0.560
H 1.26281 -9.50618 -2.14458 0.453
H 2.10330 -0.01966 -0.18830 0.295
H 2.77989 3.59455 4.03800 0.651
H 5.75094 0.70150 3.00592 0.492
H -1.72340 4.06186 -2.73548 0.461
H 3.03731 -9.79864 -3.85146 0.375
H 4.66790 -5.97984 -2.80596 0.371
H -2.92883 -2.85749 1.60789 0.654
H -4.67472 -1.73590 1.64317 0.216
H 4.73964 -8.03738 -4.17120 0.383
H -3.68599 -1.70628 -4.76331 0.492
H -4.32034 -1.29110 3.92733 0.326
H -1.40645 -2.06760 1.27988 0.194
H 3.97988 -1.00895 2.67264 0.457
H 1.79669 4.84641 2.18006 0.417
H -1.57642 -2.54535 -4.64560 0.449
H -0.47817 -4.58778 0.55390 0.336
H -1.74475 1.12604 2.44497 0.365

10
Properties=species:S:1:pos:R:3:mulliken_charge:R:1 method="wB97M-V/def2-TZVPD" lumo_energy_ha=0.131 smiles="O=C([O-])[C@]1(S)CO1" total_charge=-1 spin_multiplicity=1
S -1.07093 2.00712 -0.08033 -0.386
O 1.78387 -0.83659 0.55484 -0.750
O 1.84623 1.32808 -0.14398 -0.663
O -0.46882 -0.74697 -1.31568 -0.391
C 1.32659 0.24059 0.04275 0.295
C -0.15311 0.01678 -0.29481 0.663
C -0.88830 -1.14986 -0.01417 -0.324
H -1.96161 -1.19357 0.07552 0.216
H -0.33023 -1.95506 0.42982 0.220
H -0.08369 2.28948 0.74603 0.119

13
Properties=species:S:1:pos:R:3:mulliken_charge:R:1 method="wB97M-V/def2-TZVPD" lumo_energy_ha=0.004 total_charge=0 spin_multiplicity=1
I 3.98679 0.20156 -0.19888 0.047
S 0.84665 1.25349 -0.09587 -0.124
O -1.72792 1.43496 -0.83599 -0.517
N 1.44747 -1.48225 -0.47392 -0.556
C 1.92697 -0.35678 -0.32722 0.249
C -1.33032 0.05225 1.11864 -0.883
C -0.87662 0.52485 -0.18516 0.096
H -1.66717 0.74810 1.91946 0.313
H -1.62977 1.53399 -1.76328 0.323
H -0.41559 -0.40515 1.47654 0.311
H -0.54773 -0.26190 -0.95605 0.237
H -2.00297 -0.90763 0.92792 0.239
H 1.99022 -2.33549 -0.60620 0.264

17
Properties=species:S:1:pos:R:3:mulliken_charge:R:1 method="wB97M-V/def2-TZVPD" lumo_energy_ha=-0.122 smiles="[NH3+][C@H]1C=C[C@@H](O)C1" total_charge=+1 spin_multiplicity=1
O -1.50391 -0.93208 -0.67509 -0.622
N 1.14966 -0.84544 -0.74041 -0.315
C 0.48799 1.55460 -0.37809 -0.787
C 1.00215 0.32624 0.32364 -0.041
C -0.80377 1.33234 -0.50191 -0.357
C -0.19642 -0.07766 1.28271 -0.884
C -1.34094 0.08456 0.20845 0.123
H 1.43117 -0.38896 -1.70918 0.387
H -1.39623 2.16413 -0.88088 0.384
H 1.87902 -1.41761 -0.39926 0.350
H 1.09741 2.34729 -0.77116 0.474
H -2.41778 -1.35036 -0.78304 0.377
H -0.20030 0.72744 2.02742 0.380
H 2.00065 0.41060 0.95010 0.369
H -0.11495 -1.10837 1.77418 0.273
H 0.28453 -1.44117 -0.84407 0.327
H -2.29857 0.14171 0.69880 0.562

| no. | molecular weight (g mol⁻¹) |
| --- | --- |
| 1 | 807.50 |
| 2 | 119.12 |
| 3 | 231.06 |
| 4 | 100.14 |